Record 1
The following is a DFT calculation (ωB97M-V/def2-TZVPD) of a structure of composition C41H46AsBN4O2STi.

Each line ends with the Mulliken charge.
Cartesian coordinates (Å):
C (3.366, -0.528, -1.327)  -1.744
C (-0.492, -1.709, 3.651)  -0.886
H (-2.400, -4.359, 3.437)  0.774
C (-5.631, -7.507, 0.436)  -0.236
N (-6.410, -8.347, 0.378)  -0.439
H (0.100, -0.917, 4.093)  0.205
C (0.454, 2.206, -2.156)  0.094
N (-0.630, -1.805, 2.313)  1.840
Ti (0.351, -0.634, 1.034)  -1.176
C (-1.233, -2.820, -0.395)  -0.827
H (-1.462, -5.777, -0.342)  0.572
C (2.575, -1.880, 2.173)  0.561
H (2.212, 6.448, -4.880)  0.463
C (-3.113, 1.174, 0.644)  -0.409
C (-1.497, 2.222, -3.554)  -2.079
C (3.753, 0.243, 2.370)  0.333
O (0.866, 1.597, -0.963)  0.209
C (-2.456, -5.626, 0.057)  -0.309
H (3.023, -3.856, 2.796)  0.451
C (2.158, -3.191, 2.776)  -1.480
H (-5.995, -5.114, 1.524)  0.491
H (1.630, 1.042, 4.394)  0.225
H (4.860, 2.068, 2.628)  0.366
H (2.433, 5.461, -3.445)  0.323
C (-4.659, -6.457, 0.514)  0.547
H (3.856, 1.635, 4.017)  0.312
H (2.236, -2.542, 0.153)  1.017
C (-3.385, -6.648, -0.014)  -0.904
H (-4.318, -3.302, 1.686)  0.603
H (0.797, -1.008, -2.128)  0.668
C (1.141, 3.089, -2.950)  -0.939
H (1.380, -3.680, 2.188)  0.211
C (0.487, 3.562, -4.098)  0.257
H (0.028, 4.229, -6.824)  0.430
C (-0.971, 3.057, 2.207)  -1.199
H (1.265, 2.779, 4.509)  0.463
H (-0.718, -2.606, -3.654)  0.544
C (1.714, 5.741, -4.217)  -1.619
As (0.595, 1.919, 2.217)  1.412
C (-1.458, -2.891, 2.073)  -0.475
H (1.409, 3.694, 0.672)  0.362
C (-4.285, 0.413, 2.586)  -0.267
C (-5.000, -5.250, 1.126)  -0.945
C (0.049, -1.712, -1.793)  -0.477
C (2.434, 3.796, -5.627)  -1.610
H (-0.712, 3.984, 2.718)  0.576
C (-3.031, -0.085, 2.435)  -1.078
H (2.830, 0.323, -1.749)  0.059
H (-1.804, 2.576, 2.713)  0.347
H (-4.984, 0.210, 3.379)  0.509
H (-1.242, 3.282, 1.177)  0.323
H (4.314, 1.169, 0.526)  0.672
H (-3.131, -7.591, -0.476)  0.489
H (3.150, -0.987, 4.029)  0.534
C (-1.568, -3.220, -1.705)  -0.510
H (-2.818, 1.646, -0.276)  0.258
H (2.791, 2.718, 1.179)  0.094
C (3.181, -0.606, 0.161)  1.395
C (-0.743, -2.534, -2.580)  -2.129
H (-1.237, -2.878, 5.367)  0.524
H (-1.311, 3.481, -5.252)  0.550
O (-1.251, 0.890, -1.455)  -0.745
N (-2.346, 0.352, 1.321)  0.747
C (-0.808, 3.118, -4.369)  -0.282
N (-0.216, -1.848, -0.471)  1.638
C (-2.785, -4.419, 0.675)  0.456
C (-1.800, -3.475, 3.308)  -0.490
H (-2.577, -0.766, 3.127)  0.422
C (1.881, 3.195, 1.516)  -1.086
C (1.228, 4.528, -5.022)  2.086
H (2.117, 2.929, -6.208)  0.368
H (-0.040, 1.594, 4.636)  0.495
C (3.767, 0.354, 0.983)  -0.087
C (-1.192, -2.721, 4.303)  -1.561
H (1.804, -3.075, 3.798)  0.398
H (2.106, 3.928, 2.291)  0.537
H (0.881, 6.256, -3.738)  0.365
C (2.566, -1.714, 0.772)  -2.160
C (0.344, 5.035, -6.161)  -2.141
H (-0.543, 5.549, -5.789)  0.457
C (3.120, -0.864, 2.952)  0.059
C (-1.793, -3.330, 0.781)  0.654
C (-0.830, 1.777, -2.441)  0.805
C (0.909, 1.815, 4.144)  -1.272
H (-2.330, -3.935, -1.963)  0.790
S (-4.653, 1.458, 1.291)  -0.131
H (3.042, -1.443, -1.819)  0.377
C (-4.059, -4.243, 1.218)  -0.249
H (2.145, 3.399, -2.696)  0.716
H (4.423, -0.389, -1.553)  0.553
H (5.337, 0.755, 3.702)  0.441
H (2.984, 4.465, -6.288)  0.452
H (0.907, 5.747, -6.764)  0.430
B (-0.200, 0.791, -0.584)  1.515
H (3.125, 3.453, -4.854)  0.342
C (4.484, 1.237, 3.221)  -1.803
H (-2.498, 1.896, -3.797)  0.576

HOMO	-13.4	eV
total charge	+2
ΔE to the lowest compared entry with this formula, charge and spin	121.6	kJ/mol



Record 2
The following is a DFT calculation (ωB97M-V/def2-TZVPD) of a structure of composition C41H46AsF6N4Pt.

Each line ends with the Mulliken spin population.
Cartesian coordinates (Å):
F (0.771, 4.648, -0.773)  0.005
C (-4.682, 2.596, 2.084)  0.001
H (4.765, 1.568, 3.332)  0.000
H (-4.680, 3.007, -0.050)  0.000
C (-4.164, 2.557, 0.785)  0.004
F (1.722, 3.649, 1.232)  0.000
C (2.967, 0.915, -1.734)  0.001
H (3.791, -5.281, -2.270)  0.000
H (1.531, -1.331, 4.420)  -0.001
H (-1.804, -1.714, 2.320)  0.002
F (-0.474, 3.446, 2.194)  -0.002
C (-1.350, 2.208, -2.800)  0.004
H (0.828, -1.092, 2.834)  -0.003
Pt (-0.379, 0.666, 1.124)  0.939
H (4.286, -1.820, 0.227)  -0.001
C (4.144, -3.600, -1.008)  -0.001
H (-5.633, 3.072, 2.281)  0.000
C (1.962, -4.170, -1.914)  -0.017
H (-1.487, -3.067, 1.201)  -0.001
C (5.104, 1.901, 1.245)  -0.004
C (-0.811, -3.450, -1.973)  0.015
H (3.126, 0.367, 4.201)  0.001
H (-1.017, -5.170, -3.244)  0.001
H (-3.988, -3.133, 0.747)  0.001
C (-2.169, -0.061, -2.011)  0.000
H (0.515, 0.638, -4.079)  0.001
As (0.162, 4.207, 0.756)  0.002
H (1.337, -5.801, -3.196)  0.000
H (-2.466, 1.965, -0.368)  0.026
H (-1.865, -3.205, -2.002)  -0.003
C (4.386, 1.425, 2.328)  0.005
H (-2.543, -3.281, 2.584)  0.000
H (-0.177, -0.939, -3.672)  0.000
C (0.008, -1.532, -0.424)  -0.078
F (-1.445, 4.423, 0.209)  0.001
H (5.197, -3.822, -0.910)  0.000
H (-2.410, 0.962, 4.798)  -0.001
C (1.770, -1.041, 3.396)  0.004
C (-2.203, -0.726, -0.760)  0.016
H (5.196, 2.110, -0.875)  0.000
C (-2.737, 1.424, 2.859)  -0.012
C (-2.947, 1.972, 0.599)  -0.036
N (-2.240, 1.394, 1.605)  -0.084
C (3.353, -4.424, -1.774)  0.000
H (-1.690, 2.740, -1.915)  0.003
H (-5.270, -2.121, -0.894)  0.000
C (2.396, 0.357, 3.388)  -0.008
H (-0.187, 0.752, -1.765)  0.007
C (-3.490, -2.195, 1.012)  -0.008
C (1.367, 1.429, 3.727)  -0.015
C (-0.323, -4.568, -2.674)  -0.003
C (1.470, -3.058, -1.243)  0.017
C (-4.482, -1.412, 1.886)  0.005
C (-3.290, -0.175, -2.814)  0.005
F (-0.024, 2.434, -0.005)  0.052
H (3.434, 2.958, -2.300)  0.000
H (2.081, 0.274, -1.778)  0.000
C (2.575, 2.286, -2.293)  0.002
C (2.729, 0.594, 0.835)  0.021
C (3.175, 0.771, 2.151)  0.001
C (-3.324, -1.456, -0.304)  -0.011
C (0.095, -2.690, -1.265)  0.033
C (4.026, 0.265, -2.628)  0.000
C (1.379, -1.184, 0.025)  -0.002
C (4.630, 1.716, -0.042)  -0.004
N (1.469, -0.053, 0.622)  -0.018
H (6.038, 2.422, 1.405)  0.000
H (2.444, -1.795, 2.987)  0.002
N (-0.976, -0.775, -0.053)  0.103
C (3.436, 1.049, -0.292)  0.002
C (-0.979, 0.746, -2.519)  0.011
H (4.927, 0.875, -2.688)  0.000
H (1.792, 2.430, 3.765)  0.000
H (-1.057, 0.748, 3.817)  0.000
H (1.794, 2.761, -1.703)  -0.001
H (3.638, 0.164, -3.642)  0.000
H (-2.132, 2.268, -3.557)  0.001
C (-3.973, 2.038, 3.113)  -0.003
H (-5.459, -1.339, 1.411)  0.000
H (0.858, 1.221, 4.670)  0.001
C (-4.395, -0.906, -2.402)  0.000
C (-2.246, -2.575, 1.808)  -0.009
C (3.629, -2.460, -0.348)  0.000
N (-2.062, 0.798, 3.865)  0.002
H (2.232, 2.184, -3.324)  0.000
C (1.012, -4.924, -2.649)  0.019
H (-0.475, 2.742, -3.172)  -0.001
C (2.290, -2.193, -0.477)  -0.006
C (-0.404, 0.122, -3.797)  -0.003
H (-3.304, 0.311, -3.781)  0.001
H (-4.609, -1.911, 2.848)  -0.001
F (0.311, 5.726, 1.478)  0.000
H (-1.101, 0.221, -4.629)  0.000
C (-4.405, -1.536, -1.180)  0.004
H (-4.342, 2.064, 4.129)  0.000
H (4.315, -0.724, -2.275)  0.000
H (0.589, 1.518, 2.929)  0.013
H (-5.257, -0.992, -3.051)  0.000
H (-4.126, -0.401, 2.065)  0.000

multiplicity	2
HOMO (spin up / spin down)	-14.2 / -14.2	eV
total charge	+2
ΔE to the lowest compared entry with this formula, charge and spin	0.0	kJ/mol



Record 3
The following is a DFT calculation (ωB97M-V/def2-TZVPD) of a structure of composition C41H46CoGeN8O7S.

Each line ends with the Mulliken spin population.
Cartesian coordinates (Å):
C (-0.834, -3.271, 0.998)  -0.016
O (0.846, -0.793, 4.163)  0.070
C (2.368, -0.966, -3.702)  0.001
C (-1.677, 4.036, -2.552)  0.000
H (0.269, -1.030, 6.140)  0.002
H (-0.612, -5.357, 2.551)  0.000
N (1.318, -4.671, 2.119)  0.007
C (-2.418, -1.271, 5.720)  0.005
C (1.034, 1.246, -4.711)  0.000
N (-1.572, -1.225, 3.486)  0.081
H (-2.231, -1.114, 6.773)  0.000
C (-1.406, -1.041, 4.797)  0.015
H (-0.224, 6.443, -0.664)  0.000
H (-2.441, 3.937, -3.309)  0.000
H (0.528, 2.115, -5.115)  0.000
C (1.156, -0.566, -3.152)  0.001
H (0.341, -3.317, 3.369)  0.000
C (5.814, 2.049, 0.055)  0.000
C (4.892, 2.224, -0.973)  0.001
C (-0.104, 2.654, 3.107)  0.007
H (1.703, 3.488, 2.779)  0.000
H (-1.531, -0.235, -5.498)  0.000
H (0.871, -2.035, -0.579)  -0.011
C (0.084, 3.116, -1.217)  -0.005
C (-0.063, -0.535, 5.224)  0.005
H (0.303, -6.350, 1.403)  0.000
H (-2.013, 6.143, -2.337)  0.000
C (-2.464, 0.292, -5.335)  0.000
C (1.028, -3.309, 2.523)  0.011
C (0.470, 0.544, -3.644)  0.000
H (2.663, 1.405, -6.096)  0.000
H (-2.901, -1.695, 1.984)  0.006
C (-1.751, -0.206, -1.547)  0.015
C (1.332, -2.581, 0.241)  0.018
H (-1.505, -3.319, 1.846)  -0.001
O (3.313, 0.594, 3.836)  -0.001
Co (-0.010, -0.399, 2.144)  3.210
H (-4.785, -2.190, 3.498)  0.001
C (3.601, 1.719, -0.867)  0.003
C (5.482, 1.365, 1.221)  0.000
S (3.489, -0.110, 2.591)  0.013
C (-2.782, -1.614, 3.052)  -0.008
C (0.344, 4.370, -0.686)  0.000
C (3.269, 1.045, 0.294)  0.017
C (0.079, -5.327, 1.707)  -0.001
H (6.201, 1.223, 2.015)  0.000
C (-0.933, 2.926, -2.155)  -0.001
C (4.194, 0.883, 1.313)  0.005
H (-5.481, 0.732, -6.806)  0.000
H (1.952, -2.806, 2.810)  -0.004
N (0.390, -2.519, 1.418)  0.108
H (3.852, -0.567, -5.198)  0.000
H (-4.455, -1.883, 5.962)  0.000
N (0.722, 3.686, 2.879)  0.005
C (0.380, -4.606, -0.536)  0.001
C (2.243, 0.851, -5.268)  0.000
H (2.265, -2.106, 0.530)  0.001
O (-1.479, 0.262, 1.364)  0.270
H (-1.789, 3.770, 3.051)  0.000
C (-1.428, 5.292, -2.013)  0.000
C (-3.649, -1.695, 5.266)  -0.003
N (1.624, -3.937, -0.169)  0.007
H (2.461, -5.661, 0.673)  0.000
H (-2.001, 2.121, 3.255)  0.000
H (5.188, 2.753, -1.868)  0.000
H (1.150, 4.500, 0.025)  0.000
N (2.028, -0.231, 1.862)  0.106
C (2.912, -0.257, -4.762)  0.000
Ge (-1.211, 1.143, -2.872)  0.000
O (0.904, 0.421, 0.079)  0.008
C (-4.860, 1.632, -4.961)  0.000
C (1.988, 0.400, 0.671)  -0.037
C (-2.850, 0.246, -0.574)  0.013
O (-2.390, 2.197, 0.778)  0.041
N (-0.558, -4.630, 0.585)  0.008
C (-2.240, 1.027, 0.558)  -0.023
C (2.225, -4.639, 0.968)  0.002
C (-3.487, 0.158, -6.264)  0.000
O (0.358, 1.493, 3.117)  0.041
H (-3.357, -0.625, -0.148)  0.001
H (-0.894, -0.553, -0.978)  -0.013
H (0.681, 2.270, -0.901)  0.008
H (-3.605, 0.871, -1.051)  0.002
H (2.879, 1.838, -1.665)  -0.001
H (3.146, -4.128, 1.256)  0.000
C (-0.421, 5.461, -1.076)  0.000
H (0.746, -1.130, -2.324)  -0.001
N (-1.394, 2.913, 3.410)  0.002
H (-1.304, -2.721, 0.178)  0.012
H (-5.795, 2.156, -4.812)  0.000
O (4.140, -1.384, 2.622)  0.004
C (-3.836, 1.763, -4.033)  0.000
H (0.413, 4.641, 2.915)  0.001
H (1.602, -0.182, 4.252)  -0.009
H (-4.003, 2.382, -3.159)  0.000
H (-3.347, -0.469, -7.135)  0.000
C (-4.685, 0.832, -6.080)  0.000
H (-0.124, 0.542, 5.409)  0.001
C (-2.617, 1.101, -4.207)  0.000
H (6.815, 2.444, -0.058)  0.000
H (0.599, -5.631, -0.837)  0.000
H (-0.077, -4.083, -1.378)  -0.001
H (-2.106, -1.040, -2.159)  0.001
H (2.884, -1.833, -3.309)  0.000
C (-3.836, -1.869, 3.900)  0.003

multiplicity	5
HOMO (spin up / spin down)	-10.9 / -10.9	eV
total charge	+1